The following is a quantum chemistry calculation of 15 unconnected molecules or ions with the total composition C74H182N10O22, from the OMol25 dataset.

Geometry as XYZ:
```
288
Properties=species:S:1:pos:R:3:forces:R:3
C -5.17821 -2.70690 0.35658 -1.01 -0.70 0.12
O -5.75063 -2.83511 1.66862 -0.28 0.18 -0.12
C -7.10242 -3.39486 1.73345 0.04 0.45 0.61
C -7.93081 -2.73500 2.90922 2.02 0.42 -0.06
N -8.54314 -1.41826 2.66112 0.25 -0.73 -0.17
C -7.56640 -0.39856 2.19936 -1.76 0.38 -0.72
C -8.33988 0.90405 1.83311 -0.83 -0.68 -0.62
O -9.23688 0.64047 0.71356 0.30 0.14 0.08
C -9.86071 1.82412 0.22105 0.43 -0.25 -0.35
H -5.87384 -2.16913 -0.28762 -0.12 -0.01 -0.23
H -4.98845 -3.69858 -0.05410 -0.13 -0.20 -0.23
H -4.22257 -2.18789 0.28260 -0.05 0.22 0.95
H -7.10178 -4.47068 1.90872 0.63 -0.20 0.31
H -7.60191 -3.33381 0.76656 -0.12 0.65 -0.20
H -7.23575 -2.56449 3.73136 0.64 0.06 -0.09
H -8.54186 -3.48095 3.41742 -0.90 0.14 -0.72
H -9.13379 -1.58403 1.85877 -0.55 0.40 -0.09
H -7.14170 -0.74513 1.25722 0.59 0.17 -0.01
H -6.78915 -0.20130 2.93765 -0.09 -0.10 0.02
H -7.66121 1.69645 1.51751 0.26 0.10 0.18
H -9.02577 1.25449 2.60437 0.49 0.03 0.63
H -10.34052 1.61601 -0.73529 0.05 -0.39 0.06
H -9.11248 2.58765 0.00828 0.18 0.19 0.13
H -10.63129 2.25909 0.85754 0.05 -0.18 0.50
C 1.39208 7.82345 4.81306 -1.01 -2.12 -0.54
O 0.31318 6.81203 4.82791 0.74 0.75 0.63
C 0.71526 5.43557 5.04037 -0.52 1.29 0.07
C 1.21110 4.81698 3.73302 0.25 0.34 0.45
N 0.49797 5.29491 2.58891 -0.69 -0.76 -0.53
C -0.91094 4.84041 2.55873 0.42 1.18 -0.38
C -1.43614 5.19565 1.18205 -0.08 -0.08 -0.60
O -1.84432 6.55169 1.14253 -0.40 0.58 0.71
C -2.22924 7.04111 -0.13167 -0.09 -0.77 0.18
H 0.90890 8.80001 4.78200 0.15 -0.19 -0.04
H 1.94906 7.57676 3.90917 0.38 0.70 -0.13
H 2.06301 7.70965 5.66453 -0.15 0.08 0.21
H -0.21143 4.98749 5.39894 0.13 -0.29 -0.01
H 1.45786 5.40852 5.83782 0.13 -0.24 0.05
H 1.09382 3.73374 3.76375 0.42 -0.02 0.16
H 2.23786 5.14203 3.56506 0.39 -0.50 0.22
H 0.38283 6.28751 2.73586 0.25 0.40 -0.19
H -1.36824 5.45831 3.33150 -0.98 -0.28 -0.06
H -1.08868 3.78852 2.78241 0.46 -0.09 -0.04
H -2.19363 4.48278 0.85627 -0.70 0.21 0.06
H -0.65801 5.06966 0.42922 0.52 -0.15 0.09
H -2.77394 7.98326 -0.07044 0.27 0.12 0.53
H -2.93935 6.33385 -0.56018 0.08 -0.19 -0.50
H -1.35609 7.17107 -0.77106 -0.11 -0.12 -0.14
C -1.95017 -3.49585 2.48025 0.25 -0.07 -1.40
O -2.12532 -3.57360 3.84542 1.44 -0.48 0.56
C -3.43806 -3.56132 4.28774 -0.72 0.96 0.80
C -4.35467 -4.62737 3.76151 0.46 -0.63 0.33
N -3.88499 -5.91867 4.26086 0.02 0.77 1.19
C -4.48768 -7.10993 3.76170 0.40 0.60 -0.98
C -5.89506 -7.38175 4.20095 -1.17 -0.55 0.74
O -6.94638 -6.62187 3.61111 0.98 0.61 -0.83
C -8.18490 -6.76750 4.22953 -0.28 0.06 0.75
H -0.89772 -3.41871 2.20729 0.21 -0.28 0.46
H -2.36810 -2.62094 1.98229 -0.57 0.42 0.33
H -2.36820 -4.36318 1.96927 0.00 -0.24 -0.15
H -3.77879 -2.53546 4.14774 -0.79 0.02 -0.39
H -3.43847 -3.69511 5.36950 0.44 -0.06 0.14
H -4.42911 -4.58348 2.67494 -0.25 -0.10 -0.15
H -5.32402 -4.43005 4.21924 -0.25 0.07 -0.36
H -2.88714 -5.99664 4.39620 -0.09 0.21 -0.27
H -3.86064 -7.94236 4.08105 -0.20 -0.17 0.02
H -4.41067 -7.03723 2.67685 -0.44 -0.63 -0.60
H -5.96483 -7.25807 5.28166 0.21 0.09 0.31
H -6.14519 -8.42329 3.99912 0.19 -0.38 -0.05
H -8.30568 -6.12439 5.10126 0.21 0.54 0.12
H -8.33305 -7.75092 4.67567 -0.09 -0.51 -0.51
H -8.97622 -6.50576 3.52711 0.09 -0.24 -0.08
C 8.68288 4.65280 0.82490 1.46 -0.51 0.06
O 8.38597 4.92746 -0.52598 -0.46 1.11 1.00
C 7.56727 4.00224 -1.16879 -0.10 -0.32 -0.56
C 8.35451 2.78765 -1.54595 1.86 -0.72 -0.76
N 7.75775 1.92683 -2.51209 -1.29 0.09 -1.13
C 6.45100 1.44984 -2.14178 0.64 0.02 -0.08
C 5.97002 0.39712 -3.13657 -0.55 0.65 1.55
O 6.70720 -0.78788 -2.91408 -0.23 -0.33 -0.87
C 6.09809 -1.84741 -3.66266 0.64 -0.15 0.95
H 9.42886 3.85816 0.81240 0.18 -0.21 0.40
H 7.91506 4.33384 1.52976 -0.84 0.03 -0.57
H 9.16732 5.50838 1.29543 -0.10 0.24 -0.39
H 7.22108 4.49838 -2.07549 -0.37 -0.05 0.05
H 6.75009 3.65548 -0.53628 -0.45 0.46 0.12
H 8.64453 2.27365 -0.62955 0.04 -0.34 0.41
H 9.27141 3.06977 -2.06346 0.33 0.57 0.51
H 8.29317 1.12556 -2.81442 0.53 0.25 0.32
H 5.78001 2.29406 -1.98310 -0.37 -0.09 -0.60
H 6.56190 1.04105 -1.13744 -0.54 -0.80 0.34
H 6.00000 0.70972 -4.18035 0.32 0.22 -0.13
H 4.91946 0.26030 -2.88025 -0.32 -0.44 -0.13
H 6.06550 -1.63864 -4.73199 -0.31 0.17 -0.01
H 5.12770 -2.04353 -3.20661 -0.40 0.03 -0.48
H 6.68173 -2.75632 -3.51658 0.23 0.13 0.03
C 5.56082 -13.25331 4.20342 0.74 -0.64 0.71
O 4.77494 -12.17677 4.61874 -1.66 -0.60 -1.82
C 5.45188 -11.06577 5.05993 0.28 0.54 1.94
C 4.49763 -9.90523 5.34140 1.54 -0.23 -1.03
N 4.07252 -9.35331 4.07723 -0.60 -0.63 0.71
C 3.18606 -8.24209 4.33834 0.11 -0.05 0.32
C 2.58310 -7.89392 3.05162 -0.36 0.83 -2.16
O 1.58592 -6.92557 3.15581 -1.26 0.76 0.63
C 1.32506 -6.08133 2.05569 0.80 1.29 0.98
H 6.47305 -13.02069 3.65403 -0.13 0.68 -0.45
H 4.99608 -13.98281 3.62290 -0.27 0.31 0.11
H 5.95988 -13.74772 5.08908 -0.07 -0.40 0.28
H 6.26281 -10.79673 4.38309 0.10 0.22 0.02
H 5.79992 -11.34796 6.05357 1.01 0.17 0.25
H 5.04590 -9.07747 5.79119 0.21 -0.30 0.63
H 3.70842 -10.25119 6.00890 -0.29 0.05 0.06
H 3.60661 -10.12192 3.61649 -0.42 0.11 -0.47
H 3.82152 -7.45233 4.73907 -0.15 0.35 -0.06
H 2.37700 -8.39221 5.05317 -0.06 -0.46 0.40
H 2.09909 -8.75012 2.58179 0.29 -0.57 -0.04
H 3.38861 -7.55733 2.39897 0.09 0.08 -0.37
H 1.15290 -6.53649 1.08035 0.11 -0.23 0.14
H 2.10147 -5.31629 2.05814 1.03 -0.31 -0.92
H 0.56082 -5.34616 2.30781 -1.02 -0.88 0.15
C 2.77779 -3.77168 5.56538 -0.12 -0.33 -0.04
O 1.75143 -2.93269 6.02064 0.69 0.73 1.44
C 0.84115 -2.49909 5.05939 -1.16 -0.38 -0.80
C 0.11236 -1.15102 5.44948 0.66 -1.78 0.03
N 1.12942 -0.08664 5.44686 0.17 -0.58 -1.24
C 1.36387 0.37988 4.05633 -1.56 1.18 0.35
C 2.49481 1.35500 3.93969 1.22 -0.57 0.63
O 3.66405 0.64140 3.56793 0.38 -0.03 -0.51
C 4.45544 0.06496 4.57378 1.05 0.75 -0.75
H 3.07392 -4.42102 6.38925 0.18 0.25 0.11
H 3.62492 -3.19559 5.19311 0.21 0.05 0.00
H 2.46147 -4.45247 4.77508 -0.30 -0.01 -0.26
H 0.21539 -3.37724 4.90006 -0.93 0.37 -0.20
H 1.36425 -2.37988 4.11058 0.16 0.43 -0.34
H -0.30489 -1.27329 6.44900 0.07 0.06 0.10
H -0.73081 -0.99062 4.77759 0.15 0.19 -0.20
H 1.92144 -0.69678 5.59012 0.85 0.50 0.90
H 0.46607 0.91656 3.74970 -0.32 -0.15 -0.03
H 1.52221 -0.40184 3.31340 0.02 -0.23 0.01
H 2.70547 1.84329 4.89116 -0.29 0.21 0.27
H 2.38088 2.14272 3.19496 -0.30 -0.32 -0.15
H 4.76565 0.82143 5.29463 -0.57 -0.11 0.71
H 5.40717 -0.11359 4.07336 0.05 -0.56 -0.10
H 4.09533 -0.87664 4.98827 -0.27 0.15 0.26
C 0.32380 9.86222 -0.52028 0.37 0.12 0.47
O 0.80595 8.57417 -0.82129 -0.84 -0.31 -0.52
C 1.45178 7.92800 0.26145 0.95 -0.32 -0.84
C 2.08429 6.68822 -0.38949 0.06 -1.68 1.04
N 2.76709 5.69729 0.52001 0.07 1.65 0.42
C 3.15267 4.50518 -0.16529 0.61 0.30 -1.59
C 3.62749 3.40027 0.72647 -0.56 -0.39 0.19
O 3.65639 2.24174 -0.08608 0.11 0.32 0.44
C 3.92446 1.03574 0.60064 -0.83 -0.28 -1.27
H -0.47058 10.19122 -1.19022 0.27 -0.32 -0.30
H 1.18632 10.52588 -0.58122 -0.17 0.50 0.11
H -0.10253 9.89274 0.48242 0.03 0.03 0.25
H 0.71176 7.62976 1.00410 0.05 0.09 0.27
H 2.20153 8.61580 0.65247 0.10 -0.06 0.44
H 2.77439 6.89325 -1.20792 -0.16 0.43 0.06
H 1.21901 6.15032 -0.77684 -0.20 -0.04 -0.72
H 2.06839 5.35845 1.16585 -0.46 0.41 0.48
H 3.93742 4.64513 -0.90872 0.32 0.59 -0.04
H 2.32287 4.18638 -0.79607 -0.43 -0.80 0.03
H 2.92164 3.33643 1.55461 -0.34 -0.48 0.22
H 4.59830 3.54389 1.20080 0.30 0.37 -0.17
H 4.82119 1.04437 1.22024 -0.04 0.05 -0.01
H 3.97026 0.33951 -0.23678 0.70 -0.41 0.15
H 3.04514 0.68460 1.14063 0.06 0.29 0.63
C 1.88915 -6.70036 -2.81126 -1.02 0.20 1.03
C 1.78771 -5.15270 -2.68710 1.95 -0.08 -1.09
C 2.06061 -4.60693 -4.12504 -1.53 0.23 1.07
C 0.85804 -4.66008 -5.03167 0.08 0.37 -1.25
C -0.27909 -3.82042 -4.46497 1.31 -0.85 0.99
C -0.63863 -4.33545 -3.03819 -0.08 3.01 0.48
N 0.54689 -4.55623 -2.13570 0.48 1.21 -2.12
O 0.14217 -4.94138 -0.84380 0.53 -0.47 -0.65
C -1.42552 -3.08657 -2.40757 -0.19 -1.27 -0.30
C -1.48584 -5.52420 -3.19470 -0.46 -2.35 0.75
C 3.05102 -4.66042 -1.87487 -1.14 -0.78 -0.01
H 1.58732 -7.09149 -1.83966 0.31 -0.50 0.22
H 2.89026 -7.05389 -3.05800 0.03 0.27 0.20
H 1.20511 -7.16993 -3.51815 -0.10 0.37 -0.24
H 2.23627 -3.54378 -3.96087 0.67 0.14 -0.43
H 2.88088 -5.15461 -4.58905 0.26 0.29 0.35
H 0.57249 -5.65658 -5.36863 -0.22 -0.31 0.56
H 1.20399 -4.23016 -5.97166 -0.13 0.32 -0.20
H -1.17198 -3.86161 -5.08880 -0.01 0.15 0.12
H 0.08265 -2.79770 -4.35866 -0.07 0.18 -0.28
H -2.02019 -3.30830 -1.52140 0.08 -0.40 0.10
H -0.77570 -2.25933 -2.12208 0.29 -0.12 -0.33
H -2.13455 -2.76331 -3.16973 -0.03 0.24 -0.02
H -1.77472 -5.88542 -2.20770 -0.76 0.14 0.09
H -2.33770 -5.47649 -3.87304 -0.14 0.54 0.33
H -0.93641 -6.39436 -3.55391 0.46 0.12 -0.39
H 3.18619 -3.57905 -1.85323 -0.54 0.05 0.12
H 3.97400 -5.03558 -2.31698 -0.13 -0.37 -0.02
H 2.91449 -5.08201 -0.87902 0.48 0.25 0.27
H -0.06283 -5.87301 -0.95169 -0.30 -0.51 0.52
C -1.95854 8.19283 -5.47310 -0.55 -0.31 -0.75
C -2.31022 7.87977 -3.99176 1.45 1.59 -1.29
C -3.73798 7.39866 -3.87786 0.25 -0.81 0.88
C -3.96795 5.98916 -4.35641 1.25 -1.17 -1.32
C -2.91137 4.94725 -3.84256 -0.76 1.13 0.51
C -1.47277 5.44553 -3.86170 2.18 0.44 1.20
N -1.35425 6.88717 -3.43953 -3.04 -0.85 0.49
O -0.07591 7.37866 -3.20744 0.03 -0.27 -0.72
C -0.74135 4.59052 -2.72844 -0.32 0.08 0.13
C -0.76776 5.19443 -5.20108 0.11 0.12 -0.85
C -2.21487 9.23959 -3.23038 -0.02 -1.11 0.77
H -2.43943 9.05418 -5.93670 -0.26 0.46 0.61
H -2.35546 7.39216 -6.09719 0.38 -0.24 -0.09
H -0.89800 8.32652 -5.68639 0.09 -0.26 0.37
H -3.94718 7.40047 -2.80813 -0.45 0.40 0.17
H -4.38976 8.05936 -4.44951 -0.06 0.23 0.34
H -3.82663 6.03428 -5.43627 -0.30 -0.19 -0.33
H -4.99803 5.67527 -4.18753 0.10 -0.14 0.16
H -2.82887 3.99822 -4.37231 -0.72 0.06 -0.35
H -3.19405 4.66239 -2.82912 0.15 0.11 0.14
H -1.00695 4.96540 -1.74000 -0.15 0.43 -0.11
H -1.08649 3.55927 -2.65419 -0.34 -0.17 -0.61
H 0.34479 4.50003 -2.71369 0.14 0.52 -0.60
H -0.88584 4.17162 -5.55886 0.24 -0.29 0.41
H -1.11208 5.77019 -6.06018 -0.57 0.26 0.30
H 0.28599 5.47246 -5.18095 0.15 -0.29 0.44
H -2.96935 9.97463 -3.51067 0.25 -0.04 -0.79
H -1.19322 9.61887 -3.25195 -0.21 0.23 -0.19
H -2.49987 9.06659 -2.19262 0.34 -0.21 0.38
H -0.14805 7.59100 -2.27400 0.82 0.28 0.37
C 2.25115 1.73397 -4.34619 0.88 0.98 0.17
C 1.60147 0.38936 -4.29248 -1.88 -1.12 -0.67
C 0.09752 0.51834 -4.11006 -1.52 1.12 -1.29
C -0.65471 1.05093 -5.36281 0.94 -1.27 -1.02
C -0.42594 0.09195 -6.61551 0.29 1.23 1.24
C 1.10243 -0.16539 -6.87154 -1.07 0.79 -1.10
N 1.84711 -0.32128 -5.60520 -3.09 -0.91 1.79
O 3.16162 -0.52823 -5.74825 2.10 -0.33 -0.90
C 1.21250 -1.47437 -7.71460 -0.05 0.41 0.24
C 1.54704 1.09216 -7.74989 1.09 -0.60 1.03
C 2.04082 -0.45030 -3.07540 1.78 -0.16 -0.79
H 3.33836 1.65916 -4.36803 0.21 -0.20 0.00
H 1.98192 2.28322 -5.24838 -0.23 0.06 0.07
H 2.06337 2.36724 -3.47913 -0.30 -0.07 0.08
H -0.46503 -0.38813 -3.88660 0.68 -0.43 0.42
H -0.03017 1.22780 -3.29247 -0.29 -0.07 0.21
H -1.73781 1.03132 -5.24200 0.05 0.55 0.43
H -0.27019 2.03720 -5.62267 -0.38 0.15 0.01
H -0.85633 0.60145 -7.47764 0.37 0.24 -0.23
H -1.11143 -0.75357 -6.55797 0.63 -0.69 0.52
H 0.59437 -1.46944 -8.61237 -0.26 0.55 0.00
H 0.80444 -2.28586 -7.11205 0.41 -0.15 0.11
H 2.21165 -1.68535 -8.09578 0.17 -0.06 0.48
H 2.62980 1.21632 -7.73256 0.41 -0.47 -0.21
H 1.27542 2.05073 -7.30777 -0.82 -0.10 -0.16
H 1.27985 1.00364 -8.80292 -0.33 0.04 0.20
H 2.23459 0.11525 -2.16397 -0.65 0.43 0.00
H 1.42951 -1.32755 -2.86365 -0.17 0.15 -0.14
H 3.04961 -0.78666 -3.31477 0.09 -0.49 -0.04
H 3.49509 0.33570 -6.00129 0.88 0.31 -0.23
C 2.16798 -2.39335 0.61053 -0.35 0.56 1.40
O 0.78229 -2.43314 0.40487 -0.85 -0.16 -0.70
H 2.65224 -1.66556 -0.04056 0.31 -0.37 -0.31
H 2.18146 -1.98298 1.62024 0.99 -0.06 0.23
H 2.55670 -3.41168 0.60744 0.49 0.31 -0.14
H 0.63719 -3.12631 -0.24325 -0.57 -0.09 -0.26
C -0.03353 0.75358 0.04660 1.46 -0.37 -0.69
O -0.26468 0.09908 1.25286 -1.38 0.34 1.60
H 1.03561 0.96424 0.07225 0.23 0.43 -0.75
H -0.23330 0.06388 -0.77346 -0.12 0.25 -0.36
H -0.55604 1.70034 -0.09028 -0.39 -0.24 0.41
H 0.06097 -0.80262 1.20278 0.02 -0.37 -0.35
C -3.35861 0.44184 2.89503 -0.52 -1.03 0.62
O -2.39667 1.40964 2.70361 0.27 1.47 -0.17
H -4.37379 0.82922 2.80868 0.03 0.32 -0.39
H -3.24375 -0.40697 2.22092 -0.09 -0.07 -0.15
H -3.32294 0.06446 3.91699 0.12 -0.31 0.25
H -1.58877 1.02326 2.35776 0.26 -0.46 -0.26
C -4.92783 3.71092 1.49572 0.95 -0.37 1.25
O -5.32300 4.15379 0.22747 -0.58 0.17 -0.11
H -4.06029 4.26368 1.85616 0.28 -0.08 -0.13
H -5.63387 3.80629 2.32065 -0.73 0.08 -0.35
H -4.65625 2.65685 1.43839 0.06 0.07 -0.16
H -5.53977 5.08555 0.30764 -0.02 0.10 -0.27
C -4.31820 1.23885 -1.76226 -0.64 0.29 -0.27
O -3.88429 2.59717 -1.63781 0.76 -1.28 -0.04
H -3.86548 0.77832 -2.64036 -0.19 0.48 -0.35
H -4.11178 0.48791 -0.99964 0.59 0.57 0.91
H -5.40668 1.25159 -1.81836 -0.16 -0.26 -0.48
H -4.33698 3.01801 -0.90326 -0.29 0.20 0.12
```
Forces are in eV/Å.

## Properties
- HOMO (eV) = -7.626
- relative energy (zero: lowest compared OMol25 entry of this formula, charge and spin) (eV) = 3.3405
- electronic energy (eV) = -139616.0733
- maximum force (eV Å⁻¹) = 3.7
- LUMO energy (eV) = 0.27

Atomic partial charges in e from the Mulliken method, atoms 1 to 4: number 1, C, carries -0.88; number 2, O, carries -0.09; number 3, C, carries -0.45; number 4, C, carries -1.03